# C3H4OPr

A structure of composition C3H4OPr (the ωB97M-V functional and the def2-TZVPD basis, the Open Molecules 2025 dataset).

The geometry in XYZ format:
```
9
Properties=species:S:1:pos:R:3:lowdin_spin:R:1
C 0.2624 1.3437 -2.9063 0.000
C 0.0148 0.0153 -2.7594 0.000
C 0.4340 -0.3749 -1.4351 0.000
O -0.1548 -0.1712 -0.3738 -0.007
Pr 0.1267 -0.6021 2.2438 3.007
H -0.4281 1.9869 -3.4530 0.000
H 1.1186 1.8375 -2.4410 0.000
H -0.8104 -0.4987 -3.2541 0.000
H 0.8266 -1.4296 -1.6943 0.000
```

The value obtained for the LUMO energy (spin up / spin down) is -9.73 / -9.68 eV. Its HOMO energy (spin up / spin down) is -0.605 / -0.605 hartree. As for the net charge: +2. As for the expectation value of S²: 3.75. The spin multiplicity is 4. The HOMO-LUMO gap (spin up / spin down) is 6.73 / 6.79 eV. Its largest force on an atom is 7.34 eV/Å.